58
Properties=species:S:1:pos:R:3:nbo_charge:R:1 method="wB97M-V/def2-TZVPD" de_lowest_kj_mol=0.0 homo_ev=-8.498 smiles="CN(C)CCNC(=O)c1onc(CSc2ccc(F)cc2)c1C(=O)NCCN(C)C" multiplicity=1 gap_ev=8.7157
C -6.54998 -0.59329 1.34394 -0.4060
N -5.61039 -0.45852 0.24886 -0.4564
C -6.15892 0.37263 -0.80507 -0.4178
C -5.15872 -1.75104 -0.24430 -0.2239
C -3.81640 -1.60769 -0.96488 -0.2319
N -2.91404 -0.86789 -0.11783 -0.5876
C -1.61508 -1.15095 0.00742 0.6396
O -1.05033 -2.05463 -0.59459 -0.6433
C -0.88453 -0.22589 0.90549 0.2274
O -1.49260 0.93658 1.23025 -0.2737
N -0.62986 1.72104 1.91090 -0.1063
C 0.48926 1.06046 2.04263 0.1690
C 1.71428 1.68466 2.56542 -0.5505
S 2.90144 1.90658 1.15649 0.2237
C 1.74744 2.00703 -0.20141 -0.2238
C 0.83799 3.05382 -0.26382 -0.1886
C -0.13290 3.06164 -1.24818 -0.2780
C -0.16267 2.02193 -2.16057 0.3937
F -1.13189 2.00924 -3.10362 -0.3295
C 0.75910 0.99097 -2.13219 -0.3050
C 1.72246 0.98347 -1.13921 -0.1566
C 0.39071 -0.22508 1.42136 -0.1948
C 1.48484 -1.23517 1.47589 0.6637
O 2.27106 -1.24578 2.40733 -0.6389
N 1.52941 -2.07696 0.43621 -0.6073
C 2.59989 -3.03828 0.30876 -0.2288
C 3.92682 -2.34563 -0.02815 -0.2320
N 3.84084 -1.49152 -1.20129 -0.4520
C 4.99043 -0.60910 -1.27679 -0.4159
C 3.68331 -2.24632 -2.42809 -0.4155
H -6.80206 0.39866 1.71541 0.2034
H -7.47958 -1.10216 1.04862 0.1658
H -6.08533 -1.15601 2.15230 0.2022
H -6.42789 1.34086 -0.38647 0.2064
H -5.41123 0.53218 -1.57848 0.2006
H -7.05442 -0.07073 -1.26658 0.1674
H -5.89004 -2.22278 -0.92077 0.1782
H -5.01898 -2.40790 0.61741 0.2038
H -3.93982 -1.08328 -1.91868 0.1940
H -3.37455 -2.58560 -1.16741 0.2352
H -3.34096 -0.10923 0.39810 0.4345
H 1.50293 2.65258 3.01498 0.2360
H 2.23671 1.02304 3.25392 0.2762
H 0.87207 3.84464 0.46890 0.2282
H -0.86477 3.85140 -1.30524 0.2302
H 0.70433 0.19730 -2.86003 0.2298
H 2.43470 0.17243 -1.07834 0.2595
H 0.76603 -2.08253 -0.23322 0.4433
H 2.73321 -3.55638 1.26480 0.2176
H 2.31885 -3.76538 -0.45199 0.2009
H 4.18697 -1.71044 0.82102 0.2258
H 4.70929 -3.11757 -0.13749 0.1659
H 5.93946 -1.15801 -1.37200 0.1665
H 4.88097 0.04640 -2.14003 0.1988
H 5.02937 0.00694 -0.37938 0.2129
H 3.64210 -1.55271 -3.26685 0.2018
H 2.74882 -2.80274 -2.40078 0.1961
H 4.51137 -2.95220 -2.59883 0.1659



11
Properties=species:S:1:pos:R:3:nbo_charge:R:1 method="wB97M-V/def2-TZVPD" de_lowest_kj_mol=277.8 homo_ev=-10.315 multiplicity=1 gap_ev=9.4262
H 1.41044 2.00237 -1.24764 0.3423
N 0.76576 1.25371 -1.60043 -0.5768
C 0.37341 0.79204 -0.46027 0.3371
C 0.54317 1.36268 1.01322 0.3706
O -0.34241 1.19918 1.83904 -0.4903
N -0.39205 -0.40193 -0.17305 -0.6641
C -0.36383 -1.64224 -0.69412 0.5443
O -0.64899 -2.61785 -0.05984 -0.5602
H 1.35577 2.22503 1.18316 0.1432
H -0.88362 -0.30383 0.78282 0.4350
H 0.11605 -1.61154 -1.69061 0.1190



7
Properties=species:S:1:pos:R:3:nbo_charge:R:1 method="wB97M-V/def2-TZVPD" de_lowest_kj_mol=613.0 homo_ev="-9.740 / -7.560" multiplicity=1 gap_ev="9.9912 / 7.0111"
C 0.44406 -0.08992 0.31480 0.2445
N -0.34407 -0.01218 -0.53561 -0.5545
N -0.45733 -2.18447 1.69035 0.2474
F -1.31814 -2.11791 0.54610 -0.3187
F -1.21688 -1.74026 2.74320 -0.2496
H 1.38810 0.22590 0.72939 0.2193
H -1.03197 -0.67979 -0.69543 0.4114



92
Properties=species:S:1:pos:R:3:lowdin_spin:R:1 method="wB97M-V/def2-TZVPD" de_lowest_kj_mol=0.0 homo_ev="-11.124 / -11.127" multiplicity=2 gap_ev="9.9743 / 9.9782"
O 3.96514 1.64900 1.34460 0.0000
V 3.39184 0.17833 1.17997 0.0001
O 4.27099 -0.49504 0.07364 0.0000
O -0.46633 4.67639 -1.70338 -0.2983
V -0.20066 3.10445 -1.58779 1.2254
B -0.30384 2.85275 -4.22177 0.0021
F -1.19741 2.52724 -3.29800 0.0252
F -0.37511 4.20046 -4.48516 -0.0004
F 0.86571 2.55337 -3.54712 0.0172
F -0.45305 2.13796 -5.34592 0.0013
B 2.43482 0.64223 4.08858 0.0000
F 3.63972 0.17132 3.61275 0.0000
F 1.55851 0.65007 3.01256 0.0000
F 1.94771 -0.21255 5.06246 0.0000
F 2.72840 1.91103 4.55389 0.0000
O -0.48940 -0.78608 0.05712 0.0002
C 0.33897 0.19461 -0.31030 0.0009
O -0.23094 1.10465 -0.90912 0.0046
O 1.54804 0.25768 0.00589 0.0004
H -1.20344 -0.42766 -0.47511 0.0000
C 0.44302 3.89116 3.23833 0.0007
C 0.02894 3.60295 1.83171 0.0041
N -0.33347 3.48963 0.76193 -0.0032
H 1.53102 3.95132 3.26563 0.0002
H 0.15644 3.17684 4.01016 0.0001
H 0.10381 4.90241 3.46286 0.0001
C 2.22293 0.14881 -3.99964 0.0001
C 3.17036 0.77480 -3.02837 0.0000
N 3.94914 1.21957 -2.26434 0.0000
H 2.75592 -0.66286 -4.49483 0.0000
H 2.04759 0.91333 -4.75653 0.0000
H 1.22555 -0.16215 -3.68877 0.0000
C -2.42407 -0.48102 -3.92517 0.0001
C -3.01656 -0.50944 -2.60216 0.0000
N -3.52385 -0.48587 -1.56282 0.0000
H -1.34206 -0.39354 -3.82666 0.0000
H -2.77926 0.43067 -4.40554 0.0000
H -2.77228 -1.40693 -4.38293 0.0000
C -2.55337 -4.94536 1.30370 0.0000
C -1.29172 -5.06681 2.00532 0.0000
N -0.28978 -5.16293 2.53668 0.0000
H -2.68407 -3.90633 1.00131 0.0000
H -3.31726 -5.15226 2.05321 0.0000
H -2.64849 -5.57868 0.42169 0.0000
C 1.48398 -3.80671 -0.69699 0.0000
C 0.15484 -3.48913 -1.25722 0.0000
N -0.89601 -3.31023 -1.73430 0.0000
H 1.91914 -4.61189 -1.28896 0.0000
H 1.44095 -4.02889 0.36927 0.0000
H 2.10606 -2.92772 -0.86577 0.0000
C -5.32698 2.60601 -0.73330 0.0001
C -3.90058 2.87407 -0.96159 0.0011
N -2.76321 3.07692 -1.14434 0.0120
H -5.68141 1.80102 -1.37709 0.0000
H -5.76831 3.54708 -1.06148 0.0000
H -5.40042 2.36646 0.32750 0.0000
C 2.29469 -3.56050 4.30188 0.0000
C 2.61986 -2.71572 3.15852 0.0000
N 2.95374 -2.03305 2.25754 0.0000
H 1.37145 -3.22164 4.77186 0.0000
H 3.03519 -3.60127 5.10068 0.0000
H 2.02946 -4.54529 3.91727 0.0000
C -1.25285 -0.27969 3.38571 0.0000
C -2.44982 0.48447 3.25244 0.0000
N -3.44169 1.16513 3.13376 0.0000
H -0.57272 -0.17209 2.54077 0.0000
H -1.46059 -1.31703 3.64813 0.0000
H -0.76871 0.21145 4.22980 0.0000
C -5.32427 -1.49122 1.95371 0.0000
C -6.13247 -0.23268 1.85800 0.0000
N -6.72059 0.74819 1.78632 0.0000
H -6.00190 -2.33638 1.83288 0.0000
H -4.76404 -1.54165 2.88736 0.0000
H -4.58830 -1.45611 1.15045 0.0000
C 4.45043 4.25136 -0.75418 0.0009
C 3.02651 3.84298 -0.93321 0.0060
N 1.97546 3.49502 -1.04621 -0.0016
H 4.60203 5.05086 -0.02897 0.0002
H 4.87298 4.56301 -1.70939 0.0002
H 4.97548 3.39231 -0.33649 0.0001
C 6.99207 1.63872 -0.44025 0.0000
C 7.02632 2.62439 0.58925 0.0000
N 7.06930 3.46359 1.43990 0.0000
H 7.35532 2.16714 -1.32168 0.0000
H 6.04622 1.14029 -0.65244 0.0000
H 7.71740 0.82625 -0.39658 0.0000
C -4.23702 -3.90251 -2.71277 0.0000
C -3.86259 -4.21410 -4.10541 0.0000
N -3.50685 -4.49491 -5.20360 0.0000
H -5.32689 -3.91815 -2.70519 0.0000
H -3.88042 -2.90704 -2.44827 0.0000
H -3.91835 -4.69863 -2.03988 0.0000